Entry 1:
# C4H5NO

An isolated molecule of C4H5NO (the ωB97M-V functional and the def2-TZVPD basis, OMol25).

Structure (ORCA input):
```
! RIJCOSX wB97M-V def2-TZVPD def2/J DEFGRID3
* xyz 0 1
C 1.125 0.082 -0.175
H 1.828 0.884 -0.416
H 0.939 0.041 1.987
C -0.955 -0.055 0.883
O -2.266 -0.161 -1.173
C -1.203 -0.073 -0.590
H -1.744 -0.210 1.609
H 0.127 0.161 -2.160
H 1.742 -0.785 0.102
N 0.061 -0.011 -1.163
C 0.347 0.128 1.095
*
```

Summary:
DFT total energy (hartree): -285.403232
Energy relative to the best compared isomer or geometry (same formula, charge and spin) (kJ/mol): 29.8
Lowest unoccupied orbital energy (eV): 0.880
E_HOMO (eV): -9.72
Strongest force on any atom (eV Å⁻¹): 1.388
Kohn-Sham gap (eV): 10.596
Structure (SMILES): O=C1C=CCN1

Atom charges from the Löwdin analysis, given in e for atoms 1 to 5:
1 C -0.187
2 H 0.124
3 H 0.106
4 C 0.014
5 O 0.049

---

Entry 2:
# C4H8NO

An isolated ion of composition C4H8NO and charge +1 (the ωB97M-V functional and the def2-TZVPD basis, OMol25).

Structure (ORCA input):
```
! RIJCOSX wB97M-V def2-TZVPD def2/J DEFGRID3
* xyz 1 1
H 0.108 -0.214 -2.792
H 0.131 -2.036 0.406
C -0.157 -0.183 -1.832
C -0.558 1.376 -0.106
C 0.901 -1.150 0.551
H -1.439 -0.406 0.685
O -0.322 0.977 -1.316
H -0.327 -1.110 -1.326
H 1.273 0.576 1.441
N 0.555 -0.067 1.114
H -0.115 2.367 0.118
H -1.124 0.662 1.917
C -0.869 0.402 0.942
H 1.944 -1.195 0.198
*
```

Summary:
DFT total energy (hartree): -286.770747
Energy relative to the best compared isomer or geometry (same formula, charge and spin) (kJ/mol): 450.9
Lowest unoccupied orbital energy (alpha / beta) (eV): -4.491 / -4.497
E_HOMO (alpha / beta) (eV): -12.61 / -12.61
Strongest force on any atom (eV Å⁻¹): 3.806
Kohn-Sham gap (alpha / beta) (eV): 8.122 / 8.116

Atom charges from the Löwdin analysis, given in e for atoms 1 to 5:
1 H 0.066
2 H 0.167
3 C 0.083
4 C -0.093
5 C 0.048

---

Q: What is the DFT total energy in the second record?
A: -286.770747 hartree